Molecular formula: CH3IO3P
Method: DFT, ωB97M-V/def2-TZVPD

Output
Charge: -1
ΔE to the lowest compared entry with this formula, charge and spin (kcal per mole): 72.7
HOMO level (spin up / spin down) (eV): -4.099 / -4.098

CARTESIAN COORDINATES (ANGSTROEM)
C (0.70773, -1.39886, -0.47872)
O (-1.73313, 1.44387, 1.88057)
O (-1.55573, 1.05304, -0.67757)
O (0.72941, -0.69356, 0.61912)
P (-0.98385, 1.35206, 0.61788)
I (0.61694, 3.22650, 0.45191)
H (1.00229, -2.45399, -0.33649)
H (1.58421, -1.08628, -1.21833)
H (-0.36787, -1.44278, -0.85838)